No. 1
{"formula": "H5NO2Si", "method": "ωB97M-V/def2-TZVPD", "max_force_ev_per_a": 4.74, "e_homo_ev": -8.7, "homo_lumo_gap_ev": 9.029, "total_charge": 0, "total_energy_ev": -13543.6668, "relative_energy_kj_mol": 342.9, "spin_multiplicity": 1, "symbols": ["N", "O", "O", "Si", "H", "H", "H", "H", "H"], "coordinates": [[1.0386, 1.0987, -0.0729], [-2.0802, 0.0947, -0.1175], [0.2965, -1.4459, -1.1197], [0.3659, -0.3859, 0.0839], [1.5380, 1.5868, -0.7897], [0.7161, 1.7209, 0.6503], [-2.5119, 0.2920, 0.6733], [-0.0895, -2.3174, -0.7817], [0.7265, -0.6438, 1.4739]], "forces_ev_per_angstrom": [[0.85, 0.95, -0.56], [4.22, -1.26, -1.75], [-0.04, -2.04, 0.92], [-4.19, 0.95, 0.32], [-0.19, -0.02, -0.38], [0.09, 0.22, 0.12], [-0.90, 0.48, 2.22], [0.62, 1.65, -0.99], [-0.47, -0.93, 0.11]], "lowdin_charge": [-0.07, -0.39, -0.16, 0.56, 0.05, 0.04, -0.14, 0.11, -0.01]}

No. 2
{"formula": "H5NOS2Si", "method": "ωB97M-V/def2-TZVPD", "max_force_ev_per_a": 2.65, "e_homo_ev": -8.3, "homo_lumo_gap_ev": 8.383, "total_charge": 0, "total_energy_ev": -33166.8726, "relative_energy_kj_mol": 128.3, "spin_multiplicity": 1, "symbols": ["N", "O", "Si", "S", "S", "H", "H", "H", "H", "H"], "coordinates": [[-0.8574, -0.2834, -1.6311], [0.7403, -1.3273, 0.1632], [-0.5860, -0.4106, 0.0386], [1.6378, -1.7730, 1.5038], [0.2623, 2.1829, 1.3101], [-1.5765, 0.3269, -1.9798], [-0.0903, -0.3621, -2.2782], [-1.7115, -0.6568, 0.8987], [2.0788, -0.5431, 1.7974], [0.1025, 2.8465, 0.1774]], "forces_ev_per_angstrom": [[-0.21, 0.07, 0.72], [0.24, -0.32, 0.07], [1.24, 2.34, 0.11], [-0.30, 0.09, -0.10], [-0.61, -2.40, -0.54], [-0.15, 0.03, -0.07], [0.14, -0.01, 0.04], [-0.40, -0.16, 0.19], [0.08, 0.18, 0.06], [-0.03, 0.20, -0.48]], "lowdin_charge": [-0.06, -0.76, 0.43, 0.76, 0.08, 0.04, 0.05, -0.03, -0.15, -0.37]}

No. 3
{"formula": "H5NOSi", "method": "ωB97M-V/def2-TZVPD", "max_force_ev_per_a": 5.53, "e_homo_ev": -7.9, "homo_lumo_gap_ev": 8.116, "smiles": "NO[SiH3]", "total_charge": 0, "total_energy_ev": -11492.5822, "relative_energy_kj_mol": 503.1, "spin_multiplicity": 1, "symbols": ["N", "O", "Si", "H", "H", "H", "H", "H"], "coordinates": [[-1.0165, -0.4070, -1.3586], [0.0111, 0.4306, -0.9559], [0.7708, 0.2808, 1.0506], [-0.7930, -1.3301, -1.4144], [-1.9293, -0.1049, -1.1436], [1.3255, 1.6105, 1.3963], [-0.3034, -0.0850, 1.8525], [1.9348, -0.3950, 0.5730]], "forces_ev_per_angstrom": [[0.42, 2.73, -0.54], [1.01, 0.02, 3.28], [-0.18, 2.16, -5.09], [0.53, -2.83, 0.14], [-0.79, 0.12, 0.55], [-0.40, 0.00, 0.11], [-1.12, -0.97, 1.13], [0.53, -1.22, 0.42]], "lowdin_charge": [-0.11, -0.44, 0.80, 0.02, 0.05, -0.10, -0.12, -0.10]}

| no. | molecular weight (u) | LUMO level (Eh) |
| --- | --- | --- |
| 1 | 79.13 | 0.0118 |
| 2 | 127.27 | 0.0032 |
| 3 | 63.13 | 0.0095 |